Computed, not measured: 5 unconnected molecules or ions with the total composition C43H86BNO6S2, with ωB97M-V/def2-TZVPD.

Properties
2S+1: 1
Gap between HOMO and LUMO (eV): 7.8
Total energy (Eh): -3016.84250
Highest occupied orbital energy (eV): -8.38

Each atom is followed by the atoms it is bonded to, with distances in Å.
CARTESIAN COORDINATES (ANGSTROEM)
1 C 5.783 -2.320 1.336  C2 1.645, H34 1.177, H35 1.193, H36 1.187
2 C 6.098 -0.793 0.810  C1 1.645, C3 1.668, H37 1.176, H38 1.193
3 C 5.218 0.374 1.613  C2 1.668, C4 1.668, H39 1.176, H40 1.193
4 C 3.635 0.371 1.086  C3 1.668, C5 1.641, H41 1.187, H42 1.191
5 C 3.477 0.885 -0.464  C4 1.641, C6 1.666, H43 1.181, H44 1.184
6 C 1.878 1.196 -0.812  C5 1.666, C7 1.648, H45 1.181, H46 1.186
7 C 1.635 2.696 -1.449  C6 1.648, C8 1.661, H47 1.193, H48 1.171
8 C 0.251 2.794 -2.361  C7 1.661, C9 1.641, H49 1.192, H50 1.189
9 C -1.087 3.135 -1.474  C8 1.641, C10 1.665, H51 1.194, H52 1.176
10 C -2.437 2.300 -1.976  C9 1.665, C11 1.640, H53 1.194, H54 1.191
11 C -3.821 2.798 -1.250  C10 1.640, C12 1.653, H55 1.187, H56 1.194
12 C -3.714 2.945 0.393  C11 1.653, C13 1.672, H57 1.192, H58 1.194
13 C -4.970 2.173 1.183  C12 1.672, C14 1.663, H59 1.171, H60 1.193
14 C -4.899 0.521 1.009  C13 1.663, C15 1.672, H61 1.176, H62 1.190
15 C -4.377 -0.238 2.405  C14 1.672, C16 1.639, H63 1.193, H64 1.175
16 C -2.836 0.269 2.639  C15 1.639, B17 1.678, H65 1.177, H66 1.177
17 B -1.833 -0.918 3.272  C16 1.678, C18 1.644, C22 1.676
18 C -2.424 -2.116 4.230  B17 1.644, C19 1.640, H67 1.181, H68 1.193
19 C -2.782 -3.516 3.454  C18 1.640, C20 1.672, H69 1.194, H70 1.175
20 C -3.721 -4.542 4.382  C19 1.672, O21 1.485, H71 1.186, H72 1.170
21 O -2.905 -5.378 5.300  C20 1.485, H73 1.003
22 C -0.217 -0.729 2.870  B17 1.676, C23 1.639, H74 1.192, H75 1.170
23 C 0.518 -2.131 2.445  C22 1.639, C24 1.662, H76 1.194, H77 1.170
24 C 0.673 -2.341 0.804  C23 1.662, S25 1.873, H78 1.193, H79 1.194
25 S -0.916 -2.079 -0.152  C24 1.873, C26 1.903
26 C -0.889 -3.091 -1.763  S25 1.903, S27 1.726, N28 1.516
27 S -0.568 -2.193 -3.202  C26 1.726
28 N -1.144 -4.583 -1.846  C26 1.516, C29 1.516, C33 1.516
29 C -1.282 -5.220 -0.478  N28 1.516, C30 1.669, H80 1.170, H81 1.194
30 C -1.384 -6.883 -0.580  C29 1.669, O31 1.498, H82 1.190, H83 1.175
31 O -0.889 -7.394 -1.899  C30 1.498, C32 1.478
32 C 0.391 -6.701 -2.152  O31 1.478, C33 1.669, H84 1.189, H85 1.172
33 C 0.021 -5.148 -2.635  N28 1.516, C32 1.669, H86 1.193, H87 1.191
34 H 5.532 -2.379 2.485  C1 1.177
35 H 6.773 -2.970 1.193  C1 1.193
36 H 4.957 -2.884 0.696  C1 1.187
37 H 7.254 -0.620 0.939  C2 1.176
38 H 5.763 -0.767 -0.335  C2 1.193
39 H 5.696 1.445 1.523  C3 1.176
40 H 5.157 -0.012 2.740  C3 1.193
41 H 2.934 1.053 1.758  C4 1.187
42 H 3.262 -0.746 1.257  C4 1.191
43 H 4.174 1.793 -0.751  C5 1.181
44 H 3.778 -0.030 -1.154  C5 1.184
45 H 1.281 1.116 0.203  C6 1.181
46 H 1.461 0.412 -1.598  C6 1.186
47 H 2.536 2.916 -2.200  C7 1.193
48 H 1.670 3.532 -0.628  C7 1.171
49 H 0.424 3.716 -3.097  C8 1.192
50 H 0.081 1.824 -3.026  C8 1.189
51 H -1.373 4.293 -1.517  C9 1.194
52 H -0.833 2.893 -0.351  C9 1.176
53 H -2.541 2.487 -3.150  C10 1.194
54 H -2.271 1.126 -1.875  C10 1.191
55 H -4.707 2.040 -1.473  C11 1.187
56 H -4.159 3.829 -1.746  C11 1.194
57 H -2.656 2.608 0.824  C12 1.192
58 H -3.765 4.118 0.608  C12 1.194
59 H -4.912 2.482 2.311  C13 1.171
60 H -5.954 2.636 0.692  C13 1.193
61 H -5.919 0.050 0.662  C14 1.176
62 H -4.133 0.338 0.116  C14 1.190
63 H -5.036 0.255 3.268  C15 1.193
64 H -4.507 -1.404 2.360  C15 1.175
65 H -2.383 0.530 1.584  C16 1.177
66 H -2.732 1.229 3.312  C16 1.177
67 H -1.687 -2.236 5.145  C18 1.181
68 H -3.444 -1.703 4.690  C18 1.193
69 H -1.824 -4.171 3.173  C19 1.194
70 H -3.378 -3.384 2.449  C19 1.175
71 H -4.307 -5.301 3.684  C20 1.186
72 H -4.507 -3.975 5.038  C20 1.170
73 H -2.133 -5.803 4.821  O21 1.003
74 H -0.150 -0.001 1.929  C22 1.192
75 H 0.267 -0.164 3.774  C22 1.170
76 H 1.637 -2.060 2.854  C23 1.194
77 H 0.034 -3.045 2.993  C23 1.170
78 H 1.478 -1.599 0.329  C24 1.193
79 H 1.141 -3.427 0.642  C24 1.194
80 H -0.453 -4.910 0.288  C29 1.170
81 H -2.327 -4.880 -0.010  C29 1.194
82 H -2.542 -7.152 -0.536  C30 1.190
83 H -0.787 -7.390 0.296  C30 1.175
84 H 1.069 -6.615 -1.179  C32 1.189
85 H 1.024 -7.164 -3.023  C32 1.172
86 H 1.023 -4.510 -2.527  C33 1.193
87 H -0.328 -5.207 -3.773  C33 1.191
88 C -8.705 -2.652 -1.108  C89 1.507, C92 1.513, H93 1.093, H94 1.097
89 C -7.510 -3.193 -1.850  C88 1.507, C90 1.513, H95 1.096, H96 1.093
90 C -6.380 -2.367 -1.275  C89 1.513, O91 1.434, H97 1.095, H98 1.094
91 O -6.746 -2.041 0.073  C90 1.434, C92 1.434
92 C -8.128 -2.375 0.263  C88 1.513, O91 1.434, H99 1.095, H100 1.093
93 H -9.554 -3.339 -1.083  C88 1.093
94 H -9.035 -1.714 -1.571  C88 1.097
95 H -7.365 -4.250 -1.598  C89 1.096
96 H -7.591 -3.108 -2.936  C89 1.093
97 H -6.255 -1.428 -1.824  C90 1.095
98 H -5.426 -2.902 -1.278  C90 1.094
99 H -8.172 -3.265 0.899  C92 1.095
100 H -8.639 -1.554 0.775  C92 1.093
101 C 5.929 -3.484 7.116  C102 1.507, C105 1.513, H106 1.093, H107 1.097
102 C 5.329 -4.591 6.288  C101 1.507, C103 1.513, H108 1.096, H109 1.093
103 C 5.211 -3.941 4.927  C102 1.513, O104 1.434, H110 1.095, H111 1.094
104 O 6.278 -2.988 4.828  C103 1.434, C105 1.434
105 C 6.862 -2.820 6.127  C101 1.513, O104 1.434, H112 1.095, H113 1.093
106 H 6.441 -3.836 8.015  C101 1.093
107 H 5.145 -2.781 7.420  C101 1.097
108 H 6.025 -5.437 6.240  C102 1.096
109 H 4.372 -4.957 6.671  C102 1.093
110 H 4.266 -3.397 4.827  C103 1.095
111 H 5.286 -4.664 4.109  C103 1.094
112 H 7.843 -3.307 6.118  C105 1.095
113 H 7.003 -1.755 6.333  C105 1.093
114 C 3.643 4.564 -6.750  C115 1.507, C118 1.513, H119 1.093, H120 1.097
115 C 2.342 5.312 -6.879  C114 1.507, C116 1.513, H121 1.096, H122 1.093
116 C 1.578 4.831 -5.664  C115 1.513, O117 1.434, H123 1.095, H124 1.094
117 O 2.550 4.540 -4.650  C116 1.434, C118 1.434
118 C 3.853 4.548 -5.251  C114 1.513, O117 1.434, H125 1.095, H126 1.093
119 H 4.472 5.027 -7.291  C114 1.093
120 H 3.521 3.539 -7.121  C114 1.097
121 H 2.525 6.390 -6.803  C115 1.096
122 H 1.815 5.120 -7.817  C115 1.093
123 H 1.032 3.907 -5.878  C116 1.095
124 H 0.870 5.577 -5.291  C116 1.094
125 H 4.371 5.452 -4.914  C118 1.095
126 H 4.419 3.675 -4.916  C118 1.093
127 C 1.555 9.348 -2.130  C128 1.507, C131 1.513, H132 1.093, H133 1.097
128 C 2.624 8.437 -2.678  C127 1.507, C129 1.513, H134 1.096, H135 1.093
129 C 1.838 7.564 -3.632  C128 1.513, O130 1.434, H136 1.095, H137 1.094
130 O 0.753 8.361 -4.126  C129 1.434, C131 1.434
131 C 0.667 9.555 -3.337  C127 1.513, O130 1.434, H138 1.095, H139 1.093
132 H 1.943 10.284 -1.720  C127 1.093
133 H 0.998 8.831 -1.339  C127 1.097
134 H 3.363 9.026 -3.234  C128 1.096
135 H 3.150 7.865 -1.910  C128 1.093
136 H 1.409 6.698 -3.116  C129 1.095
137 H 2.444 7.207 -4.469  C129 1.094
138 H 1.022 10.389 -3.952  C131 1.095
139 H -0.375 9.742 -3.063  C131 1.093